Formula: C4H8O2
Source: OMol25
Level of theory: ωB97M-V/def2-TZVPD

Each line ends with the natural charge from an NBO analysis.
Positions of all 14 atoms, in Å:
O1 -1.89834 0.70004 0.93334  -0.7181
C1 -1.38698 1.03138 -0.33871  -0.0533
C2 0.07957 0.64861 -0.46991  -0.4590
C3 0.32878 -0.81938 -0.23032  0.0391
C4 1.63385 -1.25400 0.25282  -0.1052
O2 0.51014 -1.24120 1.12521  -0.5091
H1 -1.39413 -0.05269 1.26987  0.4773
H2 -1.97425 0.54947 -1.13933  0.1522
H3 -1.49969 2.11446 -0.46691  0.1785
H4 0.45179 0.89903 -1.47101  0.2206
H5 0.66881 1.21645 0.25996  0.2169
H6 -0.28134 -1.51967 -0.80490  0.1903
H7 2.38144 -0.48989 0.46908  0.1824
H8 2.02610 -2.23132 -0.02184  0.1875

Results
Energy relative to the best compared isomer or geometry (same formula, charge and spin) ... 201.5 kJ/mol
Highest occupied orbital energy ... -10.25 eV
SMILES ... OCC[C@H]1CO1
LUMO level ... 1.07 eV
Maximum force ... 0.4 eV/A
Frontier orbital gap ... 11.31 eV

Formula: C5H10N3OS
Source: OMol25
Level of theory: ωB97M-V/def2-TZVPD

Each line ends with the natural charge from an NBO analysis.
Positions of all 20 atoms, in Å:
C1 0.74757 -2.13962 -0.10211  0.0774
C2 1.69535 -1.21096 -0.39022  -0.1941
C3 -0.02461 -0.08216 0.64826  0.2586
C4 -3.32790 0.97469 -0.40445  -0.2566
C5 2.25755 0.97251 0.42721  -0.0008
N1 -0.25222 -1.51710 0.67131  -0.6095
N2 1.39657 0.03842 0.24255  -0.3066
N3 -0.97552 0.58937 -0.38496  -0.3033
O1 -2.20056 0.06714 -0.17945  -0.4308
S1 3.73732 1.05825 -0.37716  0.1787
H1 0.68838 -3.12307 -0.49178  0.2541
H2 2.48434 -1.27666 -1.04394  0.2384
H3 -0.09225 0.39302 1.69473  0.2264
H4 -3.78505 1.04776 0.58691  0.2005
H5 -4.08342 0.50667 -1.08042  0.2035
H6 -2.96887 1.89090 -0.85549  0.2061
H7 1.96759 1.73782 1.17505  0.2540
H8 -1.20690 -1.97253 0.61666  0.4547
H9 -0.60130 0.21537 -1.29613  0.3325
H10 4.54393 1.83019 0.54344  0.2168

Results
Energy relative to the best compared isomer or geometry (same formula, charge and spin) ... 305.1 kJ/mol
Highest occupied orbital energy (spin up / spin down) ... -12.48 / -12.48 eV
Total charge ... +1
LUMO level (spin up / spin down) ... -4.58 / -4.58 eV
Maximum force ... 3.9 eV/A
Frontier orbital gap (spin up / spin down) ... 7.89 / 7.89 eV

Formula: C6H8BrN
Source: OMol25
Level of theory: ωB97M-V/def2-TZVPD

Each line ends with the natural charge from an NBO analysis.
Positions of all 16 atoms, in Å:
C1 -2.43804 -0.94716 0.06000  -0.3034
C2 -1.24569 -1.42387 -0.30421  -0.0626
C3 -2.12894 0.35149 0.64676  -0.1806
C4 -0.76366 0.58958 0.44682  0.1367
C5 0.00004 1.82182 0.77959  -0.6369
C6 1.06302 -0.94552 -0.43546  -0.3960
N1 -0.22400 -0.48999 -0.10489  -0.3414
Br1 -3.29281 1.51590 1.61640  0.0423
H1 -3.46050 -1.31766 0.05612  0.2409
H2 -0.93122 -2.34529 -0.89745  0.2049
H3 0.93738 1.52170 0.97821  0.2057
H4 -0.08643 2.53501 -0.06187  0.2268
H5 -0.43607 2.39645 1.64660  0.2404
H6 1.75040 -0.28882 0.03790  0.2120
H7 1.35463 -1.86510 -0.07600  0.2079
H8 1.12734 -1.12920 -1.55032  0.2034

Results
Energy relative to the best compared isomer or geometry (same formula, charge and spin) ... 0.0 kJ/mol
Highest occupied orbital energy ... -7.89 eV
SMILES ... Cc1c(Br)ccn1C
LUMO level ... 0.83 eV
Maximum force ... 4.2 eV/A
Frontier orbital gap ... 8.72 eV

Formula: C5H13NO
Source: OMol25
Level of theory: ωB97M-V/def2-TZVPD

Each line ends with the natural charge from an NBO analysis.
Positions of all 20 atoms, in Å:
C1 -0.53754 -1.17552 -2.59159  -0.6152
C2 -1.21630 -1.22259 -1.22987  -0.3149
C3 -0.43629 -1.17141 -0.11109  0.0308
N1 -0.89767 -0.48156 1.03388  -0.6366
C4 -0.14983 0.42673 2.07897  -0.2260
C5 0.09110 1.79625 1.55403  -0.6644
H1 0.57972 -1.19239 -2.40857  0.1950
H2 -0.83154 -1.94624 -3.26629  0.2052
H3 -0.81257 -0.14756 -2.98900  0.2104
H4 -2.23589 -1.40659 -1.15492  0.1943
H5 0.66703 -1.34423 -0.34905  0.1529
H6 -1.80437 -0.18576 0.86146  0.3707
H7 0.78387 0.05155 2.59065  0.2119
H8 -0.76683 0.47050 3.05222  0.2060
H9 -0.72866 2.20105 0.92537  0.2126
H10 0.88424 1.96807 0.66657  0.2385
H11 0.56647 2.47718 2.30875  0.2217
H12 2.07089 -0.39312 0.09094  0.4772
H13 2.38135 0.80020 -1.00071  0.4876
O1 2.39283 0.47544 -0.06176  -0.9579

Results
Energy relative to the best compared isomer or geometry (same formula, charge and spin) ... 359.5 kJ/mol
Highest occupied orbital energy ... -7.38 eV
SMILES ... C/C=C/NCC.O
LUMO level ... 0.85 eV
Maximum force ... 4.4 eV/A
Frontier orbital gap ... 8.23 eV

Formula: C5H21NO6
Source: OMol25
Level of theory: ωB97M-V/def2-TZVPD

Each line ends with the natural charge from an NBO analysis.
Positions of all 33 atoms, in Å:
C1 -2.35544 0.94973 -1.30453  -0.4073
N1 -1.21775 0.12067 -2.14444  -0.6481
C2 0.06232 -0.14749 -1.51787  -0.0988
C3 0.51117 -1.55518 -1.99010  -0.4275
C4 0.40864 -2.50769 -0.74687  -0.0508
O1 0.95713 -1.97684 0.47579  -0.7819
C5 1.19408 0.88773 -1.83963  -0.0758
O2 0.62749 2.19972 -2.00555  -0.7365
H1 -3.11186 1.10960 -2.03354  0.1952
H2 -2.64959 0.26561 -0.46430  0.2161
H3 -1.91190 1.91752 -0.92812  0.1801
H4 -1.11161 0.67263 -2.97868  0.3587
H5 0.01557 -0.01816 -0.42141  0.1855
H6 -0.07780 -1.96384 -2.84199  0.2429
H7 1.58998 -1.53139 -2.26401  0.1873
H8 -0.60320 -2.71512 -0.46252  0.1814
H9 0.97646 -3.40431 -1.12334  0.1715
H10 1.87803 -1.80238 0.54565  0.4893
H11 2.00789 1.03054 -1.09573  0.1741
H12 1.54888 0.52796 -2.82019  0.1693
H13 0.41110 2.57470 -1.11837  0.4731
H14 2.43086 0.81617 2.67003  0.4921
H15 1.77783 0.02500 1.73314  0.4592
O3 2.35749 -0.16282 2.46009  -0.9394
H16 -2.70717 0.76679 2.43846  0.4810
H17 -1.47929 -0.05572 1.85592  0.5006
O4 -2.13022 0.69940 1.73666  -0.9734
H18 0.45711 -0.89234 2.62099  0.4969
H19 -0.53680 -1.80992 1.90465  0.4955
O5 -0.46554 -1.20046 2.68770  -0.9587
H20 -0.28232 2.89978 2.40375  0.4661
H21 -0.61665 1.37681 1.99934  0.4986
O6 0.10291 2.14134 2.11850  -1.0166

Results
Energy relative to the best compared isomer or geometry (same formula, charge and spin) ... 268.3 kJ/mol
Highest occupied orbital energy ... -8.60 eV
SMILES ... CN[C@H](CO)CCO.O.O.O.O
LUMO level ... 0.48 eV
Maximum force ... 6.1 eV/A
Frontier orbital gap ... 9.07 eV

Formula: C43H50Br2IrN5O4P2S
Source: OMol25
Level of theory: ωB97M-V/def2-TZVPD

Each line ends with the Mulliken charge.
Positions of all 108 atoms, in Å:
Ir1 -1.43054 0.30132 0.25692  1.4816
C1 -2.86204 -0.53660 3.25798  -1.5983
C2 -1.49374 -0.01357 3.54081  0.4647
C3 -1.04676 0.12917 4.86688  -1.0878
C4 0.22453 0.55734 5.12584  -1.3911
C5 1.09398 0.81712 4.05102  1.4137
C6 2.46640 1.19135 4.20742  0.0999
Br1 3.17780 1.47755 5.90958  -0.1014
C7 3.30570 1.34745 3.11810  -0.6433
C8 2.81538 1.19267 1.83972  0.2377
Br2 3.93208 1.39483 0.36261  0.0059
C9 1.43219 0.89100 1.58025  -0.1430
O1 1.00557 0.80576 0.42468  -0.7504
C10 0.57490 0.67114 2.75885  -0.0490
N1 -0.69581 0.30120 2.52222  0.6168
H1 -3.27624 -1.01955 4.14096  0.6069
H2 -2.82478 -1.25214 2.43589  0.0776
H3 -3.52482 0.26921 2.94564  0.1691
H4 -1.72406 -0.11090 5.67474  0.5613
H5 0.57106 0.67501 6.14298  0.4704
H6 4.34533 1.60062 3.27364  0.5676
O2 -3.39163 1.33913 0.93266  -0.8031
S1 -3.94088 1.77529 -0.38902  1.4354
O3 -5.32988 1.50576 -0.57403  -0.7589
O4 -3.01986 1.24768 -1.41471  -0.7565
C11 -3.68352 3.52587 -0.37796  0.5280
C12 -4.75632 4.37624 -0.57762  -0.5186
C13 -4.54476 5.74856 -0.57605  -0.6582
C14 -3.26900 6.25364 -0.37621  -0.7878
C15 -2.20006 5.39075 -0.17970  -0.6969
C16 -2.39397 4.01467 -0.17829  -0.5218
P1 -0.94565 2.91598 0.04895  1.7061
C17 -0.30248 3.55416 1.63347  0.7607
C18 0.98077 4.00021 1.93072  -0.1342
C19 1.32928 4.33690 3.23526  -0.9413
C20 0.40426 4.22997 4.25918  -0.6575
C21 -0.88476 3.79083 3.97315  -0.8517
C22 -1.23348 3.45605 2.67752  -1.0220
C23 0.04913 3.37983 -1.40181  0.9285
C24 1.41980 3.60774 -1.44633  -0.3809
C25 2.03745 3.94229 -2.64453  -0.8274
C26 1.29749 4.04132 -3.81172  -0.7338
C27 -0.06548 3.77648 -3.78403  -0.7690
C28 -0.68448 3.43911 -2.59268  -0.6627
H7 -5.74077 3.95454 -0.73047  0.5980
H8 -5.37725 6.42155 -0.73150  0.4238
H9 -3.10174 7.32256 -0.37578  0.4450
H10 -1.20474 5.79424 -0.03087  0.4165
H11 1.72921 4.11512 1.16091  0.5607
H12 2.33007 4.69763 3.44000  0.4850
H13 0.67657 4.50191 5.27144  0.4665
H14 -1.62255 3.71302 4.76216  0.4749
H15 -2.23874 3.10501 2.46849  0.4652
H16 2.03625 3.51691 -0.56504  0.0180
H17 3.10395 4.12840 -2.65844  0.4429
H18 1.78041 4.31411 -4.74103  0.4018
H19 -0.65177 3.83335 -4.69202  0.4422
H20 -1.74650 3.22611 -2.58446  0.3801
N2 -0.98089 -1.43912 -0.18186  0.3176
P2 0.06590 -2.42254 -0.88534  -1.5497
N3 1.15590 -1.65987 -1.83454  0.9900
C29 2.58900 -1.98162 -1.91583  -0.3242
C30 3.09657 -1.73499 -3.32759  -1.0128
C31 2.97093 -0.25197 -3.69828  -1.0103
C32 1.72736 0.37534 -3.04841  0.7246
C33 0.65503 -0.67101 -2.80310  -1.3267
N4 0.98814 -3.24263 0.21533  0.9726
C34 0.38987 -4.45066 0.82286  -0.5182
C35 1.24908 -4.93718 1.98798  -0.9061
C36 2.72656 -4.77926 1.64950  -0.7310
C37 3.07616 -3.28813 1.49688  -0.9833
C38 1.83548 -2.47438 1.13022  0.2828
N5 -0.79907 -3.50446 -1.75504  1.0891
C39 -2.23361 -3.76425 -1.53824  -0.6887
C40 -2.52038 -5.24367 -1.74088  -0.7125
C41 -2.21267 -5.67738 -3.18258  -0.6131
C42 -1.11527 -4.80087 -3.80133  -1.0977
C43 -0.11875 -4.35205 -2.74466  -0.0615
H21 2.73727 -3.02052 -1.62046  0.4842
H22 3.15880 -1.35612 -1.21645  0.0916
H23 2.51912 -2.35278 -4.02114  0.2445
H24 4.13186 -2.07013 -3.40420  0.5176
H25 2.92336 -0.15277 -4.78434  0.3729
H26 3.86507 0.28815 -3.37864  0.3119
H27 1.32054 1.16959 -3.67344  0.5357
H28 1.97650 0.83316 -2.08529  -0.6240
H29 0.37481 -1.16797 -3.74161  0.3225
H30 -0.24850 -0.21142 -2.40053  0.5643
H31 0.34707 -5.22749 0.05662  0.2151
H32 -0.63617 -4.25869 1.16042  0.2827
H33 0.99441 -5.97668 2.19579  0.4854
H34 1.01540 -4.37567 2.89649  0.3186
H35 2.93266 -5.30720 0.71493  0.3025
H36 3.35039 -5.24373 2.41287  0.4365
H37 3.83862 -3.15712 0.72664  0.3023
H38 3.49365 -2.89098 2.42573  0.4431
H39 2.11616 -1.53776 0.64789  -0.7713
H40 1.26123 -2.20728 2.02912  0.4321
H41 -2.82998 -3.15968 -2.22925  0.4158
H42 -2.49850 -3.44613 -0.53158  0.3662
H43 -3.56121 -5.44824 -1.48770  0.4478
H44 -1.90996 -5.81321 -1.03425  0.1459
H45 -3.11323 -5.61845 -3.79560  0.3309
H46 -1.90163 -6.72363 -3.18961  0.3177
H47 -1.55030 -3.90962 -4.26063  0.3068
H48 -0.59042 -5.33684 -4.59269  0.4523
H49 0.69041 -3.77551 -3.19808  -0.0502
H50 0.33669 -5.22745 -2.26241  0.2522

Results
Expectation value of S² ... 8.80
Energy relative to the best compared isomer or geometry (same formula, charge and spin) ... 0.0 kJ/mol
Highest occupied orbital energy (spin up / spin down) ... -9.86 / -10.88 eV
Total charge ... +1
LUMO level (spin up / spin down) ... -3.20 / -5.29 eV
Maximum force ... 1.0 eV/A
Frontier orbital gap (spin up / spin down) ... 6.66 / 5.60 eV
2S+1 ... 6